1.
The following is a DFT calculation (ωB97M-V/def2-TZVPD) of a structure of composition C48H42BrGeIrN4O2S2Se at a distorted geometry.

- strongest force on any atom (hartree/bohr) = 0.0403
- energy relative to the best compared isomer or geometry (same formula, charge and spin) (kJ/mol) = 40.98
- net charge = -1
- gap between HOMO and LUMO (alpha / beta) (eV) = 6.163 / 6.448
- multiplicity = 2

Last column: Löwdin spin population.
Positions of all 102 atoms, in Å:
Ir: -0.12776 0.51162 0.09779  0.036
C: 2.07023 -1.80128 0.60939  0.007
N: 2.07256 -0.56433 -0.18106  0.009
C: 2.18150 -0.87154 -1.62319  0.000
C: 0.84083 -1.11680 -2.29028  0.001
N: -0.02998 0.06070 -2.16740  0.003
C: 0.50725 1.17467 -2.98687  0.000
C: -1.39507 -0.13873 -2.62573  0.000
C: -1.73615 -1.02051 -3.63349  0.000
C: -3.05256 -1.09348 -4.07655  0.001
C: -4.01278 -0.26733 -3.51805  0.000
C: -3.66829 0.61704 -2.50343  0.000
C: -2.36001 0.68713 -2.04013  0.000
S: -1.88041 1.75107 -0.71802  -0.004
C: 3.13506 0.36589 0.18610  0.004
C: 4.41390 -0.11091 0.46038  0.002
C: 5.45872 0.75534 0.73450  0.001
C: 5.21940 2.12472 0.70617  0.004
C: 3.95793 2.60269 0.41695  0.000
C: 2.88127 1.74369 0.15363  0.006
S: 1.30998 2.42563 -0.18414  0.002
H: 3.01012 -2.35880 0.51916  0.001
H: 1.26082 -2.43347 0.26318  0.000
H: 1.89335 -1.55866 1.65464  0.006
H: 2.81507 -1.75718 -1.76643  0.000
H: 2.69155 -0.03923 -2.10396  0.000
H: 0.34090 -1.96066 -1.82409  0.000
H: 1.01987 -1.36358 -3.34540  0.000
H: 0.59672 0.83948 -4.02752  0.000
H: 1.46194 1.51045 -2.60002  0.000
H: -0.17884 2.01532 -2.92289  0.000
H: -0.98671 -1.66095 -4.08089  0.000
H: -3.32224 -1.80638 -4.84543  0.000
H: -5.04200 -0.32759 -3.84929  0.000
H: -4.42234 1.23737 -2.03411  0.000
H: 4.59579 -1.17727 0.47241  0.000
H: 6.44209 0.36759 0.96706  0.000
H: 6.01940 2.82200 0.92472  0.000
H: 3.76552 3.66850 0.41791  0.000
Br: 0.46295 -4.89659 1.31932  0.000
C: 0.08024 -5.17263 -0.51326  0.000
C: 0.75891 -6.21741 -1.13023  0.000
C: 0.52172 -6.51478 -2.46060  0.000
C: -0.41158 -5.78032 -3.17794  0.000
C: -1.09249 -4.75219 -2.55290  0.000
C: -0.85132 -4.41673 -1.21947  0.000
C: -1.65449 -3.23736 -0.71859  0.000
O: -2.76716 -3.03629 -1.13973  0.000
O: -0.95505 -2.43462 0.06275  0.000
H: 1.46774 -6.79583 -0.55422  0.000
H: 1.06209 -7.32636 -2.93102  0.000
H: -0.61321 -6.01164 -4.21572  0.000
H: -1.84424 -4.17876 -3.07922  0.000
C: -1.52808 -1.08136 0.41350  -0.001
Ge: -2.56385 -1.45237 2.07224  0.000
C: -1.57630 -1.64278 3.74900  0.000
C: -2.11943 -1.27786 4.97819  0.000
C: -1.46114 -1.57194 6.16622  0.000
C: -0.24473 -2.23591 6.14267  0.000
C: 0.31655 -2.59498 4.92535  0.000
C: -0.34574 -2.29932 3.74370  0.000
C: -3.44492 -3.21947 1.92832  0.000
C: -3.08007 -4.28735 2.74445  0.000
C: -3.76053 -5.50011 2.69676  0.000
C: -4.83350 -5.65775 1.83472  0.000
C: -5.22386 -4.59830 1.02412  0.000
C: -4.53876 -3.39484 1.07714  0.000
C: -4.14078 -0.31275 2.33400  0.000
C: -4.40657 0.83760 1.59582  0.000
C: -5.56395 1.57631 1.81248  0.000
C: -6.48089 1.17386 2.77187  0.000
C: -6.24313 0.01656 3.50144  0.000
C: -5.09011 -0.72139 3.27406  0.000
H: -2.33229 -0.95892 -0.31297  0.000
H: -3.06185 -0.74467 5.01795  0.000
H: -1.89340 -1.26335 7.11083  0.000
H: 0.27750 -2.45171 7.06685  0.000
H: 1.28417 -3.08064 4.89381  0.000
H: 0.10760 -2.57124 2.79785  0.000
H: -2.25062 -4.17675 3.43330  0.000
H: -3.45147 -6.31816 3.33694  0.000
H: -5.36949 -6.59890 1.79676  0.000
H: -6.06321 -4.71269 0.34844  0.000
H: -4.85165 -2.58109 0.43319  0.000
H: -3.69882 1.17592 0.84677  0.000
H: -5.74327 2.47217 1.22918  0.000
H: -7.38044 1.75241 2.94569  0.000
H: -6.96102 -0.31740 4.24127  0.000
H: -4.93774 -1.64159 3.82882  0.000
Se: 2.39242 0.37015 3.36589  0.628
N: 0.19558 0.77180 1.99590  0.165
C: -0.38590 1.50973 2.86345  0.010
C: -1.64026 2.22885 2.62156  0.007
C: -2.26744 2.91359 3.58868  -0.001
C: -1.70252 3.02483 4.91890  -0.007
C: -0.53733 2.43562 5.21701  0.001
C: 0.20883 1.67686 4.21986  0.003
N: 1.36799 1.23041 4.53589  0.119
H: -2.05996 2.15769 1.62986  0.000
H: -3.21714 3.39224 3.37823  0.000
H: -2.23818 3.58979 5.67273  0.000
H: -0.09177 2.50580 6.20121  0.001

2.
The following is a DFT calculation (ωB97M-V/def2-TZVPD) of a structure of composition C48H42FMgN2O2PS4.

- strongest force on any atom (hartree/bohr) = 0.0143
- energy relative to the best compared isomer or geometry (same formula, charge and spin) (kJ/mol) = 45.64
- gap between HOMO and LUMO (eV) = 6.911

Last column: Mulliken charge in e.
Positions of all 101 atoms, in Å:
Mg: -0.17829 0.43878 -0.12363  2.103
N: -5.02944 4.36505 0.94578  -0.532
C: -3.99951 3.52704 0.62094  1.047
C: -2.69232 3.77865 1.03721  -0.938
C: -1.70289 2.88727 0.70530  -0.363
N: -1.89698 1.78345 -0.03025  -0.316
C: -3.14326 1.57950 -0.46302  -0.741
C: -4.20792 2.39567 -0.17068  -0.833
H: -4.89524 5.01293 1.70216  0.211
H: -5.97016 4.02809 0.83034  0.209
H: -2.45903 4.63881 1.64855  0.386
H: -0.69460 3.04904 1.05994  0.105
H: -3.29944 0.71020 -1.09183  0.609
H: -5.19140 2.15425 -0.54997  0.374
F: 4.91395 3.66682 -3.46095  -0.431
C: 3.81405 2.91979 -3.16058  0.361
C: 3.96904 1.59273 -2.82303  -0.626
C: 2.84059 0.83736 -2.53172  -0.098
C: 1.54276 1.37179 -2.56692  0.392
C: 0.35215 0.55718 -2.26225  -2.001
C: 1.45369 2.73448 -2.89509  -0.330
C: 2.56573 3.50439 -3.19940  -0.651
H: 4.95829 1.15587 -2.80764  0.474
H: 2.96355 -0.21431 -2.29385  0.369
H: 0.48632 -0.45901 -2.64307  0.401
H: -0.53019 0.98550 -2.74902  0.529
H: 0.47146 3.19101 -2.94731  0.347
H: 2.47207 4.54699 -3.47078  0.472
S: -3.00102 0.46546 3.18279  -0.427
P: -1.43047 -0.46275 3.95834  0.842
S: 0.11125 -0.92578 2.76066  -0.475
C: -1.96631 -2.02317 4.74913  0.287
C: -1.28376 -3.21659 4.56088  -0.313
C: -1.70680 -4.37471 5.20445  -0.577
C: -2.81333 -4.34508 6.03600  -0.588
C: -3.50377 -3.15087 6.22588  -0.695
C: -3.08110 -1.99861 5.58757  -0.735
C: -0.83536 0.46364 5.41770  0.701
C: 0.25177 -0.01888 6.14284  -0.556
C: 0.64783 0.61368 7.30806  -0.721
C: -0.02314 1.74808 7.75067  -0.501
C: -1.09462 2.24311 7.02305  -0.642
C: -1.50730 1.59368 5.86410  -0.347
H: -0.42513 -3.23361 3.90079  0.394
H: -1.17085 -5.30155 5.04657  0.494
H: -3.14144 -5.24502 6.53873  0.386
H: -4.37132 -3.12123 6.87165  0.408
H: -3.62736 -1.07171 5.72105  0.399
H: 0.78959 -0.88749 5.78128  0.426
H: 1.49037 0.23040 7.86945  0.451
H: 0.28841 2.24368 8.66162  0.365
H: -1.61996 3.12672 7.36155  0.399
H: -2.34730 1.96041 5.28853  0.382
O: -0.73086 -1.49746 -0.16296  -0.470
S: -2.17252 -1.64229 0.32975  0.723
C: -3.09012 -2.06063 -1.14982  0.117
C: -2.42202 -2.35187 -2.32492  -0.239
C: -3.17199 -2.65141 -3.45406  -0.784
C: -4.55826 -2.65323 -3.39683  -0.476
C: -5.21096 -2.34187 -2.21041  -0.739
C: -4.47396 -2.03226 -1.07830  -0.298
C: -2.28934 -3.19602 1.17810  0.547
C: -1.34144 -4.18215 0.96400  -0.450
C: -1.49664 -5.39104 1.62378  -0.936
C: -2.58284 -5.59350 2.46857  -0.604
C: -3.50778 -4.58247 2.68151  -0.640
C: -3.35807 -3.35999 2.04160  -0.299
H: -1.34170 -2.31338 -2.35524  0.249
H: -2.66805 -2.87521 -4.38405  0.439
H: -5.13392 -2.88402 -4.28232  0.403
H: -6.29122 -2.32966 -2.16830  0.420
H: -4.97050 -1.77840 -0.15033  0.481
H: -0.49584 -3.98877 0.31974  0.522
H: -0.76612 -6.17581 1.48292  0.406
H: -2.69410 -6.53885 2.98170  0.452
H: -4.32217 -4.72637 3.37783  0.451
H: -4.02841 -2.53525 2.24686  0.372
O: 1.15179 1.71464 0.63285  0.274
S: 2.59113 1.31832 0.94558  -0.201
C: 3.53055 2.76833 0.50383  0.784
C: 2.86572 3.94296 0.21315  -0.069
C: 3.62028 5.06663 -0.10058  -0.687
C: 5.00316 4.99588 -0.12841  -0.608
C: 5.65147 3.79928 0.15141  -0.617
C: 4.91262 2.67190 0.46619  -0.603
C: 2.76037 1.44418 2.72114  0.968
C: 1.91528 2.26985 3.44417  -0.357
C: 2.14557 2.42384 4.79908  -0.665
C: 3.21332 1.77165 5.40628  -0.498
C: 4.03803 0.93725 4.66787  -0.875
C: 3.80659 0.76087 3.30920  -0.203
H: 1.78663 3.96643 0.20434  0.198
H: 3.11933 5.99361 -0.34234  0.468
H: 5.58238 5.87133 -0.38802  0.387
H: 6.72890 3.73909 0.10764  0.421
H: 5.40751 1.73170 0.66857  0.433
H: 1.07084 2.74205 2.96049  0.088
H: 1.46980 3.02508 5.39360  0.429
H: 3.37991 1.89080 6.46820  0.455
H: 4.84638 0.40451 5.14854  0.422
H: 4.42435 0.08951 2.72768  0.527